Formula: C9H12
Source: the OMol25 dataset
Level of theory: ωB97M-V/def2-TZVPD

Output
Multiplicity: 1
SMILES: CC(C)c1ccccc1

The geometry in XYZ format:
```
21
Properties=species:S:1:pos:R:3:forces:R:3:lowdin_charge:R:1
C -1.837 -1.096 0.826 -0.86 -6.70 -10.18 -0.07
C -1.341 -0.239 -0.326 0.46 -0.88 -1.74 -0.37
C -2.053 1.089 -0.426 -3.01 -4.43 -2.10 -0.11
C 0.258 0.051 -0.165 -5.42 -5.01 -2.23 -0.19
C 0.997 -1.103 -0.380 5.71 10.05 2.62 -0.07
C 2.364 -1.092 -0.189 2.74 -2.09 -1.25 -0.11
C 3.023 0.094 0.122 1.64 3.46 -0.13 -0.08
C 2.187 1.318 0.281 -1.62 -8.19 -2.13 -0.01
C 0.759 1.226 0.103 4.68 1.14 1.63 -0.06
H -1.125 -2.123 0.583 -2.78 2.56 1.98 0.16
H -2.983 -1.088 0.611 1.79 -1.30 0.43 0.11
H -1.773 -0.541 1.547 1.59 4.90 9.02 -0.04
H -1.701 -1.015 -1.331 1.78 2.77 2.36 0.20
H -1.671 1.604 -1.216 0.57 2.04 -1.98 0.05
H -2.447 1.586 0.327 0.80 3.13 4.96 0.02
H -3.215 0.930 -0.508 1.41 -0.79 -1.86 0.12
H 0.681 -1.926 -0.522 -5.11 -10.44 -2.30 -0.01
H 3.066 -2.145 -0.472 -2.30 3.33 1.12 0.18
H 4.252 0.154 0.093 -3.54 -0.11 0.39 0.14
H 2.258 2.247 0.520 2.94 5.57 1.68 0.02
H 0.301 2.069 0.522 -1.45 1.02 -0.30 0.10
```
Forces are in eV/Å.



Formula: C21H31NO2
Source: the OMol25 dataset
Level of theory: ωB97M-V/def2-TZVPD

Output
Multiplicity: 1
SMILES: OCC1(C[C@@H]2CCCCO2)CCN(C/C=C/c2ccccc2)CC1

The geometry in XYZ format:
```
55
Properties=species:S:1:pos:R:3:forces:R:3:lowdin_charge:R:1
O -2.198 -1.415 2.757 -0.24 0.20 0.34 -0.05
H -3.122 -1.232 2.528 0.04 -0.11 0.02 0.07
C -1.546 -1.758 1.565 0.12 0.08 -0.42 -0.22
H -2.075 -2.575 1.055 0.06 -0.01 -0.03 0.13
H -0.560 -2.129 1.858 0.00 -0.04 -0.13 0.13
C -1.366 -0.570 0.594 -0.09 -0.03 0.24 -0.42
C -0.426 0.461 1.249 0.22 -0.13 -0.07 -0.11
C 1.031 0.170 0.893 -0.13 -0.06 0.21 -0.16
N 1.304 0.305 -0.534 -0.05 0.02 -0.16 -0.16
C 0.140 0.002 -1.353 -0.03 -0.18 -0.20 -0.19
C -0.718 -1.078 -0.708 -0.01 0.24 0.04 -0.11
H -1.486 -1.392 -1.416 0.00 -0.11 -0.03 0.11
H -0.087 -1.942 -0.499 0.03 -0.14 -0.03 0.13
H 0.502 -0.341 -2.329 -0.13 0.11 0.00 0.12
H -0.480 0.900 -1.529 0.00 -0.01 -0.02 0.12
C 1.895 1.582 -0.912 0.00 -0.23 -0.01 -0.21
C 3.282 1.725 -0.360 0.15 0.05 -0.17 -0.08
C 4.354 1.240 -0.980 -0.52 0.19 0.06 -0.05
C 5.737 1.319 -0.532 0.53 -0.02 0.11 -0.22
C 6.104 1.768 0.738 -0.06 -0.04 -0.09 -0.04
C 7.434 1.833 1.108 0.01 0.05 0.08 -0.09
C 8.428 1.451 0.222 0.09 -0.02 -0.05 -0.10
C 8.081 0.997 -1.040 0.17 0.00 0.03 -0.09
C 6.752 0.930 -1.409 -0.20 0.04 0.07 -0.05
H 6.488 0.574 -2.396 -0.05 -0.03 -0.08 0.11
H 8.850 0.694 -1.736 0.05 -0.02 -0.05 0.10
H 9.466 1.505 0.514 0.08 0.00 0.02 0.10
H 7.698 2.182 2.096 0.01 0.02 0.07 0.10
H 5.344 2.060 1.445 -0.08 0.02 0.08 0.10
H 4.213 0.744 -1.933 -0.08 -0.06 -0.13 0.11
H 3.375 2.241 0.585 0.12 0.07 0.14 0.10
H 1.271 2.436 -0.588 0.01 -0.04 -0.10 0.12
H 1.943 1.594 -2.005 -0.04 0.08 0.05 0.12
H 1.284 -0.854 1.190 0.02 0.08 0.16 0.12
H 1.692 0.839 1.443 0.05 -0.08 0.03 0.11
H -0.676 1.469 0.910 -0.05 0.09 0.02 0.12
H -0.563 0.427 2.331 -0.06 0.10 0.03 0.12
C -2.712 0.124 0.303 -0.02 -0.50 0.02 -0.08
H -3.021 0.684 1.188 -0.04 0.12 -0.03 0.14
C -3.880 -0.790 -0.078 0.19 0.61 -0.38 -0.34
C -4.912 -0.055 -0.942 0.03 -0.45 0.07 -0.14
C -6.103 -0.969 -1.225 -0.08 0.21 0.16 -0.20
C -6.670 -1.483 0.096 0.34 -0.11 -0.05 -0.17
C -5.548 -2.135 0.901 -0.51 -0.22 0.06 -0.20
O -4.484 -1.240 1.127 0.18 0.14 0.10 -0.14
H -5.896 -2.437 1.892 0.02 -0.07 -0.11 0.13
H -5.178 -3.026 0.368 -0.02 0.04 0.07 0.13
H -7.466 -2.207 -0.076 -0.05 -0.02 0.05 0.11
H -7.077 -0.647 0.669 -0.07 -0.01 0.05 0.12
H -6.869 -0.429 -1.784 0.00 -0.06 -0.07 0.11
H -5.775 -1.816 -1.834 -0.02 -0.02 -0.07 0.11
H -4.445 0.261 -1.876 0.07 0.06 0.01 0.12
H -5.250 0.832 -0.403 0.05 0.10 0.01 0.13
H -3.522 -1.670 -0.642 -0.02 0.03 0.08 0.15
H -2.554 0.839 -0.506 0.01 0.09 0.01 0.12
```
Forces are in eV/Å.



Formula: C5H10O2
Source: the OMol25 dataset
Level of theory: ωB97M-V/def2-TZVPD

Output
Multiplicity: 1

The geometry in XYZ format:
```
17
Properties=species:S:1:pos:R:3:forces:R:3:lowdin_charge:R:1
C 2.089 -0.258 -0.449 -0.02 -0.12 0.10 -0.04
C 0.894 -0.041 0.443 0.05 -0.34 -0.02 -0.15
O -0.202 1.671 -0.500 0.02 0.49 -0.28 -0.24
C -1.429 1.246 -0.330 -0.49 0.23 -0.26 -0.40
C -1.498 -0.018 0.765 -0.09 -0.34 0.35 -0.06
C -0.340 -0.709 0.275 0.05 0.20 0.00 -0.44
O -0.492 -1.708 -0.601 -0.03 0.12 -0.30 0.11
H 3.024 -0.056 0.081 -0.17 -0.03 -0.08 0.09
H 2.013 0.430 -1.300 -0.09 -0.12 0.25 0.10
H 2.139 -1.289 -0.818 0.06 0.12 0.01 0.08
H 0.892 0.797 1.128 -0.09 -0.22 -0.03 0.14
H -1.931 0.812 -1.228 0.11 0.06 0.11 0.10
H -2.143 1.964 0.128 0.12 -0.07 -0.04 0.10
H -1.367 0.411 1.759 0.07 -0.03 -0.17 0.12
H -2.419 -0.591 0.694 -0.03 0.05 -0.04 0.12
H 0.640 -1.034 1.229 0.59 0.10 0.29 0.23
H 0.165 -1.623 -1.309 -0.05 -0.10 0.11 0.12
```
Forces are in eV/Å.



Formula: C28H22IIrN5O2SbSe4
Source: the OMol25 dataset
Level of theory: ωB97M-V/def2-TZVPD

Output
Total charge: -2
Multiplicity: 1

The geometry in XYZ format:
```
64
Properties=species:S:1:pos:R:3:forces:R:3:lowdin_charge:R:1
Ir -1.033 -1.577 -0.173 0.07 -0.09 0.11 0.67
C -2.816 2.463 1.490 0.02 0.12 0.05 -0.06
C -1.397 2.519 1.037 -0.01 0.02 0.04 -0.24
N -0.791 3.672 0.996 -0.04 -0.04 0.06 0.12
C 0.507 3.737 0.598 0.07 0.00 -0.05 -0.12
C 1.234 2.663 0.195 0.03 0.08 -0.02 -0.17
C 2.706 2.864 -0.068 -0.05 -0.01 0.03 -0.21
O 3.164 2.533 -1.378 0.02 0.06 -0.06 -0.08
C 0.599 1.378 0.162 -0.06 -0.07 -0.09 -0.08
C 1.357 0.285 -0.340 0.01 0.07 0.20 -0.08
N 0.988 -0.961 -0.396 -0.06 -0.22 -0.26 -0.09
C 1.964 -1.926 -0.777 -0.07 0.05 -0.01 -0.30
C 3.335 -1.668 -0.632 0.02 -0.04 -0.03 -0.03
C 4.295 -2.590 -1.007 -0.01 0.02 0.01 -0.09
C 3.921 -3.824 -1.517 0.00 -0.01 -0.01 -0.11
C 2.574 -4.127 -1.615 -0.02 -0.01 -0.03 -0.16
C 1.609 -3.203 -1.241 -0.02 0.08 0.04 -0.55
I -0.417 -3.773 -1.246 0.29 -0.10 -0.06 1.16
C -0.742 1.279 0.622 0.08 -0.21 0.17 -0.27
O -1.436 0.207 0.729 -0.23 0.21 -0.40 -0.18
H -2.981 3.228 2.248 0.01 0.02 -0.02 0.08
H -3.097 1.484 1.871 0.00 -0.02 0.05 -0.02
H -3.488 2.660 0.650 0.02 -0.08 0.01 0.03
H 0.961 4.723 0.630 0.00 0.00 0.01 0.10
H 3.298 2.239 0.606 0.00 -0.02 -0.01 0.12
H 2.949 3.906 0.163 0.01 -0.01 0.01 0.11
H 2.716 3.116 -2.002 -0.08 -0.05 -0.03 0.07
H 2.339 0.546 -0.721 -0.02 0.01 0.03 0.10
H 3.656 -0.732 -0.197 0.03 -0.02 -0.01 0.11
H 5.342 -2.344 -0.882 0.00 0.00 0.00 0.10
H 4.667 -4.553 -1.807 0.00 0.00 0.00 0.10
H 2.264 -5.101 -1.973 0.00 0.01 0.00 0.09
N -0.006 -1.609 7.266 0.07 -0.03 0.00 0.14
C -0.133 -1.744 6.132 -0.12 0.04 0.01 -0.18
C -0.290 -1.913 4.710 0.11 -0.01 -0.03 -0.22
C 0.814 -1.734 3.866 -0.03 -0.05 0.08 -0.02
C 0.632 -1.900 2.517 -0.02 -0.14 -0.06 -0.12
N -0.550 -2.231 1.966 0.02 0.41 0.07 -0.05
C -1.593 -2.402 2.776 -0.07 -0.09 0.01 -0.17
C -1.508 -2.250 4.160 -0.02 -0.05 -0.06 -0.01
H 1.784 -1.469 4.263 0.00 0.00 0.00 0.11
H 1.462 -1.777 1.836 -0.01 0.07 -0.03 0.10
H -2.533 -2.666 2.308 -0.01 0.08 -0.01 -0.02
H -2.407 -2.367 4.746 0.00 0.03 0.01 0.10
Se -5.141 0.694 -0.720 -0.18 0.03 -0.15 -0.17
Sb -5.167 -1.210 0.793 0.19 -0.09 -0.07 -0.32
Se -3.247 -2.756 -0.167 -0.20 0.12 0.37 -0.04
Se -6.986 -2.802 0.621 -0.04 0.03 -0.01 -0.34
Se -4.534 -0.625 3.086 0.05 -0.11 0.05 -0.17
C -1.733 -0.832 -2.011 0.02 -0.13 0.01 -0.37
C -1.089 0.400 -2.515 0.02 0.07 -0.01 -0.27
C -1.673 1.648 -2.257 -0.01 0.02 0.01 -0.03
C -1.077 2.818 -2.683 0.07 -0.02 0.00 -0.02
C 0.121 2.762 -3.400 0.01 0.02 0.04 -0.26
C 0.701 1.527 -3.695 0.03 0.01 0.00 -0.05
C 0.095 0.366 -3.260 0.02 0.00 0.04 -0.05
C 0.802 3.963 -3.786 0.06 0.03 0.05 -0.22
N 1.398 4.910 -4.061 -0.01 -0.02 -0.02 0.12
H -1.638 -1.624 -2.761 0.00 0.04 -0.05 0.01
H -2.798 -0.646 -1.866 0.03 0.02 0.03 -0.03
H -2.611 1.672 -1.708 0.01 -0.03 0.02 0.06
H -1.522 3.777 -2.449 0.00 0.00 0.00 0.12
H 1.630 1.491 -4.252 0.00 0.00 0.00 0.11
H 0.550 -0.595 -3.479 0.00 0.00 0.00 0.11
```
Forces are in eV/Å.



Computed energy above the lowest of the compared OMol25 structures with the same formula, charge and spin, in the same sequence as the records: 610.9; 164.8; 479.8; 41.3 kJ/mol.